58
Properties=species:S:1:pos:R:3:forces:R:3:nbo_charge:R:1 method="wB97M-V/def2-TZVPD" total_charge=+2 e_above_lowest_kcal_mol=0.0 total_energy_ev=-95423.178 spin_multiplicity=2
Fe -1.787 0.078 -1.368 -0.139 0.055 0.093 1.08
N -5.384 -1.225 -0.198 0.125 0.117 -0.013 -0.46
C -4.851 -2.494 -0.149 0.046 -0.011 0.001 -0.03
C -3.520 -2.360 -0.386 0.132 -0.083 0.059 -0.06
N -3.235 -1.025 -0.563 0.221 0.186 -0.139 -0.51
C -4.387 -0.369 -0.456 -0.074 0.024 0.022 0.33
C -4.317 1.050 -0.726 -0.171 0.011 0.116 0.32
N -3.126 1.487 -1.108 0.343 -0.113 0.147 -0.48
C -3.248 2.829 -1.358 0.073 0.107 -0.047 -0.05
C -4.534 3.200 -1.112 0.025 -0.042 -0.011 -0.03
N -5.198 2.061 -0.712 0.153 -0.112 -0.031 -0.46
H -6.360 -1.002 -0.080 -0.032 0.008 -0.006 0.45
H -5.459 -3.360 0.044 0.006 -0.015 -0.002 0.27
H -2.763 -3.122 -0.447 0.004 -0.003 -0.003 0.26
H -2.423 3.422 -1.712 0.007 0.010 0.003 0.26
H -5.031 4.150 -1.191 0.009 0.013 -0.003 0.27
H -6.174 2.016 -0.466 -0.034 -0.004 0.002 0.45
C 0.321 -1.781 1.317 -0.189 -0.177 -0.341 -0.98
Sb -0.455 0.168 0.978 0.317 -0.339 0.090 1.34
C -1.835 0.321 2.590 -0.388 -0.010 -0.302 -1.01
C 1.093 1.540 1.780 -0.073 0.543 -0.171 -0.61
C 2.193 0.779 2.371 1.082 -0.557 -0.500 -0.13
C 2.031 0.205 3.641 0.016 -0.055 -0.092 -0.19
C 3.008 -0.582 4.195 0.510 -0.269 -0.019 -0.22
C 4.205 -0.838 3.486 -0.724 -0.076 0.759 -0.14
C 4.406 -0.276 2.258 -0.440 0.699 -0.580 -0.22
C 3.434 0.570 1.672 -0.619 -0.436 1.388 0.02
C 3.711 1.197 0.404 -0.242 -0.355 -1.837 -0.71
Sb 2.762 -0.007 -1.270 0.254 0.432 0.664 0.92
C 3.852 1.036 -2.771 -0.077 -0.025 -0.158 -0.97
C 4.058 -1.689 -1.078 -0.025 -0.075 -0.034 -0.99
H 0.851 -1.832 2.266 -0.021 0.232 0.001 0.27
H 0.987 -2.055 0.502 -0.006 0.016 0.021 0.26
H -0.520 -2.474 1.342 -0.011 -0.007 0.000 0.24
H -1.378 -0.024 3.517 0.159 -0.021 -0.102 0.26
H -2.705 -0.300 2.378 -0.030 0.008 0.073 0.24
H -2.151 1.357 2.706 -0.003 -0.003 0.004 0.25
H 0.509 2.065 2.536 -0.130 -0.008 -0.083 0.25
H 1.358 2.218 0.977 0.032 0.029 0.005 0.25
H 1.117 0.398 4.192 -0.036 0.009 0.060 0.21
H 2.869 -1.007 5.180 0.018 0.020 -0.004 0.24
H 4.970 -1.459 3.932 -0.015 -0.022 0.015 0.24
H 5.337 -0.439 1.730 0.006 0.027 -0.015 0.23
H 4.765 1.186 0.135 -0.017 0.168 0.128 0.25
H 3.273 2.179 0.250 0.171 0.118 0.135 0.23
H 4.922 0.931 -2.597 -0.019 0.004 0.045 0.24
H 3.578 2.089 -2.763 0.008 0.001 0.000 0.24
H 3.604 0.617 -3.745 0.035 0.028 -0.015 0.24
H 5.093 -1.397 -1.248 -0.008 0.023 0.031 0.24
H 3.776 -2.437 -1.818 0.027 -0.001 0.005 0.24
H 3.957 -2.131 -0.087 0.016 0.013 0.013 0.23
F -0.860 0.505 -5.494 -0.032 -0.019 0.140 -0.56
Te -0.707 -0.404 -3.920 0.785 -0.312 -0.638 3.42
F 1.140 -0.469 -4.035 -0.384 0.042 0.027 -0.58
F -0.709 -2.020 -4.770 -0.055 0.039 0.061 -0.55
F -2.570 -0.625 -3.758 0.060 0.060 0.138 -0.62
F -0.702 -1.448 -2.237 -0.203 0.180 0.214 -0.62
O -0.793 0.996 -2.751 -0.444 -0.074 0.686 -1.06


59
Properties=species:S:1:pos:R:3:forces:R:3:nbo_charge:R:1 method="wB97M-V/def2-TZVPD" e_above_lowest_kcal_mol=3.2 total_energy_ev=-72766.112
Pd -0.094 -1.135 -0.445 -0.085 -0.973 -0.141 1.18
I -1.223 -1.161 -3.143 0.346 0.158 0.272 0.31
C 0.543 -1.208 -4.333 0.029 0.003 -0.014 -0.71
I 1.739 0.526 -4.189 -0.042 -0.020 -0.051 0.18
H 0.217 -1.321 -5.359 -0.031 -0.011 0.006 0.23
H 1.108 -2.057 -3.972 -0.025 0.001 0.013 0.27
C -3.634 -3.530 0.472 -0.046 0.000 -0.027 -1.13
Si -2.717 -2.247 1.476 0.038 -0.067 0.087 1.70
C -1.524 -3.067 2.646 0.019 -0.031 0.029 -1.12
C -3.977 -1.397 2.573 -0.062 0.066 -0.041 -1.13
C -2.117 -0.960 0.168 -0.098 0.657 -0.280 -0.97
Si -2.395 0.947 0.268 0.064 -0.204 0.160 1.66
C -2.063 1.809 -1.355 0.048 0.033 -0.034 -1.14
C -1.364 1.725 1.605 -0.017 0.106 0.078 -1.13
C -4.218 1.215 0.605 -0.072 0.030 0.036 -1.12
H -4.136 -4.242 1.132 -0.003 0.002 -0.009 0.24
H -2.956 -4.085 -0.176 0.021 -0.017 -0.019 0.25
H -4.401 -3.064 -0.153 0.000 -0.023 0.005 0.23
H -2.070 -3.891 3.117 -0.010 0.016 0.002 0.24
H -1.210 -2.381 3.433 0.035 -0.001 -0.023 0.24
H -0.645 -3.473 2.157 0.029 -0.003 -0.004 0.26
H -4.338 -2.141 3.289 0.024 -0.017 0.008 0.25
H -4.842 -1.022 2.025 0.026 -0.028 0.045 0.24
H -3.540 -0.576 3.146 -0.018 0.011 -0.007 0.24
H -2.623 -1.317 -0.739 0.064 0.024 -0.036 0.20
H -1.039 1.697 -1.705 -0.016 0.022 -0.032 0.26
H -2.244 2.876 -1.187 0.010 -0.006 0.021 0.25
H -2.750 1.492 -2.141 0.007 -0.024 -0.023 0.23
H -0.311 1.765 1.327 0.004 -0.027 0.013 0.26
H -1.452 1.203 2.560 0.014 -0.022 -0.007 0.24
H -1.702 2.754 1.756 -0.010 -0.012 0.002 0.24
H -4.859 0.563 0.008 -0.012 -0.006 0.011 0.24
H -4.446 2.246 0.321 -0.014 -0.006 -0.001 0.25
H -4.476 1.091 1.655 -0.009 0.019 -0.048 0.25
N 2.987 1.955 2.944 0.053 0.079 -0.034 -0.38
C 2.659 0.866 2.759 -0.014 -0.410 0.083 0.41
N 2.342 -0.431 2.573 -0.203 0.573 0.066 -0.57
C 1.262 -0.671 1.985 0.017 -0.381 -0.228 0.66
N 0.226 -1.010 1.496 0.253 0.102 0.297 -0.60
O 0.902 -3.070 -2.044 0.030 -0.489 0.366 -0.68
C 0.294 -3.665 -1.167 0.046 0.131 -0.199 0.65
O -0.492 -3.093 -0.296 0.111 0.159 -0.126 -0.68
H 0.360 -4.756 -1.044 -0.079 0.027 0.014 0.12
O 2.378 -0.937 -0.461 -0.392 0.322 -0.413 -0.66
C 2.071 0.246 -0.642 0.420 -0.057 -0.024 0.76
O 0.831 0.631 -0.696 -0.373 0.292 0.159 -0.70
C 3.106 1.311 -0.783 -0.084 -0.009 0.038 -0.15
C 2.745 2.651 -0.865 -0.022 -0.005 0.013 -0.16
C 3.726 3.621 -0.972 -0.027 0.094 -0.018 -0.22
C 5.048 3.222 -0.996 -0.062 -0.121 -0.104 0.10
C 5.430 1.895 -0.911 0.045 0.005 -0.017 -0.22
C 4.443 0.932 -0.804 0.007 0.002 0.017 -0.15
N 6.097 4.254 -1.117 0.015 0.020 0.414 0.52
O 5.739 5.411 -1.184 -0.016 0.050 -0.151 -0.37
O 7.252 3.885 -1.094 0.054 -0.018 -0.148 -0.37
H 1.700 2.928 -0.833 0.014 -0.007 -0.001 0.24
H 3.484 4.672 -1.029 -0.003 -0.009 -0.001 0.25
H 6.479 1.637 -0.928 -0.006 -0.001 0.000 0.25
H 4.690 -0.117 -0.730 0.010 0.001 0.002 0.25


79
Properties=species:S:1:pos:R:3:forces:R:3:mulliken_charge:R:1 method="wB97M-V/def2-TZVPD" total_charge=+1 e_above_lowest_kcal_mol=73.2 total_energy_ev=-146583.869
In -0.920 4.232 0.600 0.667 -0.327 -0.069 0.96
C -0.612 -0.603 -0.576 0.392 1.937 0.551 0.55
C -0.409 0.735 -0.063 0.112 0.049 0.727 0.24
C 0.326 0.923 1.286 -0.610 -1.010 -0.863 0.60
O 0.465 2.059 1.676 0.146 0.593 0.549 -0.64
C 0.794 -0.268 1.991 -0.168 3.662 -1.018 -0.38
C 0.621 -1.528 1.438 0.087 -2.394 2.232 -0.06
C -0.119 -1.705 0.140 1.362 -2.654 -1.126 0.14
O -0.024 -2.785 -0.437 -0.507 0.594 0.682 -0.59
O 1.012 -2.463 2.145 -0.418 0.195 -1.447 -0.48
O -0.785 1.755 -0.614 -0.440 0.080 -0.402 -0.75
H -0.955 -0.743 -1.589 -0.305 -0.089 0.038 0.72
H 1.321 -0.020 2.903 0.089 -0.691 0.196 0.69
C -4.351 -3.759 -0.348 -0.480 -0.276 0.822 -0.15
C -4.348 -5.198 0.152 0.727 0.558 0.121 -0.60
O -4.082 -4.927 1.548 1.050 -0.603 1.059 -0.37
S -2.697 -4.075 1.572 -1.369 -0.670 -1.966 1.09
O -1.586 -4.783 1.008 -0.918 0.330 0.561 -0.50
O -2.569 -3.427 2.826 -0.219 0.357 -0.312 -0.54
O -3.296 -3.084 0.383 1.661 -0.020 0.429 -0.28
H -5.210 -3.269 0.110 -0.559 -0.176 -0.805 0.26
H -4.299 -3.687 -1.430 0.340 0.418 0.090 0.34
H -3.516 -5.823 -0.172 -0.123 0.113 -0.553 0.35
H -5.289 -5.705 -0.034 -0.116 0.057 0.560 0.34
C -0.652 -1.510 6.202 -0.197 -1.873 -0.400 -0.42
C -1.051 -0.617 5.005 0.830 -0.800 0.329 0.70
O -1.467 0.574 5.614 -1.251 0.812 0.403 -0.35
S -2.159 0.276 7.078 -0.607 0.142 -0.891 1.04
O -3.501 -0.192 6.847 1.658 -0.443 0.138 -0.52
O -2.009 1.401 7.930 0.700 -0.588 -0.352 -0.51
O -1.057 -0.874 7.416 -0.772 0.916 -0.116 -0.33
H 0.376 -1.867 6.241 0.275 0.867 0.326 0.36
H -1.193 -2.456 6.118 -0.297 0.141 0.069 0.28
H -1.738 -1.214 4.399 -0.759 0.745 0.151 0.19
H -0.246 -0.342 4.325 0.323 -0.030 0.354 -0.50
C 3.416 4.062 -4.339 0.493 0.442 0.235 -0.30
C 4.469 4.255 -3.242 0.367 0.026 -0.535 -0.56
O 3.715 4.303 -2.046 -0.870 -0.567 1.224 -0.24
S 2.655 3.090 -2.109 1.249 1.616 -0.618 1.31
O 1.506 3.383 -1.305 0.543 -0.222 -0.639 -0.50
O 3.396 1.883 -1.907 -0.942 0.146 -0.395 -0.61
O 2.318 3.396 -3.673 -0.234 -1.131 0.730 -0.39
H 3.861 3.478 -5.141 -0.472 -0.268 -0.057 0.30
H 3.033 5.004 -4.723 -0.128 -0.033 0.027 0.31
H 5.039 5.178 -3.292 -0.131 0.024 -0.160 0.34
H 5.154 3.404 -3.258 0.014 0.038 0.330 0.31
C 0.844 -1.419 -3.756 0.902 -0.750 -2.908 -0.03
C 2.048 -0.693 -3.119 -1.687 -0.408 -0.515 0.43
O 3.101 -1.624 -3.238 0.767 -0.275 0.125 -0.33
S 2.607 -3.169 -3.209 -1.232 0.234 1.872 1.10
O 2.389 -3.517 -1.833 0.304 0.239 -0.748 -0.47
O 3.389 -4.028 -4.023 -0.470 1.070 -0.159 -0.54
O 1.161 -2.821 -3.839 0.604 -1.018 0.743 -0.36
H 0.873 -1.259 -4.839 -0.483 1.073 0.171 0.47
H -0.181 -1.280 -3.430 0.169 0.032 0.591 -0.24
H 1.702 -0.364 -2.136 1.090 -0.273 0.528 -0.09
H 2.308 0.174 -3.717 0.111 0.076 0.127 0.19
C -3.533 -1.010 -2.586 1.911 0.366 0.201 0.06
C -3.637 0.507 -2.798 -0.343 -0.386 1.410 -0.18
O -4.487 0.641 -3.919 -0.573 -0.735 -0.532 -0.37
S -5.656 -0.505 -3.774 -1.190 0.540 0.214 1.06
O -6.129 -1.009 -5.018 1.012 0.503 0.553 -0.52
O -6.612 -0.012 -2.827 0.918 -0.405 -0.320 -0.54
O -4.709 -1.619 -3.077 -0.002 0.497 -0.162 -0.28
H -3.287 -1.279 -1.557 -0.807 0.012 0.221 -0.05
H -2.629 -1.335 -3.115 -0.472 -0.513 -0.646 0.21
H -2.669 0.989 -2.920 -0.054 -0.079 -0.641 0.26
H -4.064 0.953 -1.894 -0.410 0.190 -0.263 0.35
C 4.059 2.974 3.239 -0.558 -0.869 -0.306 -0.24
C 4.339 2.304 1.887 0.328 0.399 0.043 -0.09
O 4.074 3.289 0.892 -0.202 1.644 -0.428 -0.17
S 3.663 4.744 1.500 -0.089 -1.199 0.606 0.97
O 2.226 4.832 1.448 0.620 -0.095 0.208 -0.46
O 4.434 5.814 0.974 -0.158 -0.825 0.333 -0.53
O 4.173 4.365 3.004 -0.418 0.921 -0.812 -0.37
H 4.771 2.674 4.001 0.095 0.229 0.004 0.35
H 3.057 2.665 3.547 -0.098 0.556 0.257 0.20
H 3.643 1.500 1.661 0.387 -0.349 0.243 0.00
H 5.396 2.052 1.814 -0.166 -0.389 -0.219 0.32


48
Properties=species:S:1:pos:R:3:forces:R:3:nbo_charge:R:1 method="wB97M-V/def2-TZVPD" e_above_lowest_kcal_mol=0.7 smiles="CCCCN1C[C@H](C)[C@@H](CC(=O)NCc2ccccc2)C1=O" total_energy_ev=-26165.161
C 2.967 1.690 3.015 -0.185 0.192 -0.048 -0.60
C 1.630 2.155 2.452 -0.016 -0.258 -0.060 -0.39
C 0.806 0.977 1.943 -0.065 0.328 0.080 -0.41
C -0.540 1.447 1.403 0.280 -0.081 0.247 -0.20
N -1.315 0.413 0.750 -0.060 0.356 -0.198 -0.42
C -2.419 0.820 -0.092 -0.196 -0.028 -0.092 -0.20
C -2.885 -0.467 -0.786 -0.174 0.022 0.200 -0.22
C -4.387 -0.502 -1.031 0.295 0.010 -0.064 -0.60
C -2.392 -1.567 0.160 0.119 -0.002 -0.174 -0.29
C -1.936 -2.860 -0.525 -0.011 0.148 0.024 -0.49
C -0.813 -2.583 -1.515 -0.264 -0.418 0.383 0.68
O -1.009 -2.444 -2.708 -0.139 0.144 -0.438 -0.65
N 0.409 -2.510 -0.950 0.461 -0.018 0.138 -0.62
C 1.578 -2.106 -1.704 -0.063 -0.043 -0.181 -0.25
C 1.881 -0.640 -1.524 0.123 -0.067 0.019 -0.04
C 3.066 -0.212 -0.941 -0.057 -0.080 -0.101 -0.21
C 3.325 1.140 -0.789 0.078 0.116 0.034 -0.21
C 2.396 2.077 -1.204 0.101 0.093 0.061 -0.22
C 1.207 1.657 -1.779 -0.090 0.024 -0.030 -0.23
C 0.953 0.308 -1.940 -0.009 0.021 0.010 -0.16
C -1.260 -0.912 0.952 -0.324 -0.221 -0.192 0.70
O -0.458 -1.524 1.633 0.197 -0.317 0.373 -0.67
H 3.554 2.537 3.362 0.130 0.024 0.060 0.21
H 2.813 1.012 3.850 0.038 -0.093 0.100 0.20
H 3.534 1.165 2.250 0.115 -0.085 -0.063 0.20
H 1.072 2.684 3.229 -0.036 0.100 -0.005 0.19
H 1.805 2.855 1.632 -0.040 0.101 -0.006 0.19
H 0.650 0.260 2.747 0.068 -0.019 -0.062 0.23
H 1.350 0.470 1.145 0.028 -0.083 -0.001 0.22
H -0.368 2.235 0.659 -0.046 -0.031 0.075 0.20
H -1.137 1.880 2.218 0.034 0.043 -0.089 0.19
H -2.086 1.583 -0.802 -0.028 0.008 0.024 0.20
H -3.223 1.251 0.521 0.016 0.036 -0.062 0.18
H -2.372 -0.572 -1.745 0.053 0.037 0.063 0.23
H -4.934 -0.419 -0.094 -0.066 0.013 0.095 0.20
H -4.665 -1.435 -1.514 -0.106 -0.087 -0.073 0.22
H -4.684 0.319 -1.679 -0.119 0.066 -0.081 0.21
H -3.177 -1.821 0.884 0.042 0.046 0.006 0.23
H -1.592 -3.560 0.237 -0.050 -0.021 -0.003 0.24
H -2.773 -3.299 -1.070 0.094 -0.016 -0.009 0.23
H 0.476 -2.491 0.060 -0.163 -0.005 -0.016 0.43
H 2.430 -2.715 -1.390 -0.051 0.064 -0.089 0.20
H 1.353 -2.310 -2.755 0.134 -0.040 0.159 0.24
H 3.794 -0.940 -0.612 0.065 -0.089 0.033 0.21
H 4.255 1.463 -0.344 0.074 0.028 0.046 0.22
H 2.599 3.131 -1.087 0.019 0.084 0.011 0.21
H 0.482 2.386 -2.115 -0.060 0.059 -0.038 0.21
H 0.038 -0.024 -2.407 -0.146 -0.060 -0.071 0.22